No. 1
Density functional theory data (ωB97M-V/def2-TZVPD) for 3 unconnected molecules or ions with the total composition C15H36BrN3O14P5 in a non-equilibrium geometry.

Results
Energy (eV): -165750.9905
Lowest unoccupied orbital energy (Eh): -0.188
Gap between HOMO and LUMO (eV): 5.8
Total charge: +1
HOMO energy (eV): -10.90

Geometry (Å):
C (2.6741, -1.4305, 3.0889)
C (3.4040, -2.1860, 1.9104)
Br (3.4131, -4.1487, 2.1149)
C (2.9014, -1.7672, 0.4715)
C (1.3835, -1.9676, 0.2523)
C (0.8239, -3.2905, -0.0799)
C (-0.6437, -3.3714, -0.3067)
C (-1.2131, -4.7647, -0.6932)
P (-0.1438, -5.4745, -2.0892)
O (-1.0149, -6.2503, -3.0017)
O (1.0174, -6.5123, -1.4913)
O (0.5488, -4.2642, -3.0217)
N (-1.3619, -2.2252, -0.1568)
C (-2.8645, -2.3743, -0.3526)
N (-3.5096, -1.2475, 0.3491)
N (-0.9549, -1.0170, 0.1281)
C (0.3644, -0.8581, 0.3286)
P (1.0301, 0.8750, 0.6938)
P (1.5885, 1.5937, -1.3160)
O (2.4873, 2.7592, -1.2704)
O (2.2831, 0.2503, -2.0561)
O (0.1858, 1.8687, -2.1998)
H (3.3565, -1.4400, 3.9833)
H (2.5025, -0.3506, 2.8361)
H (1.7272, -1.9757, 3.3322)
H (4.4801, -1.8645, 1.9573)
H (3.5009, -2.3396, -0.2922)
H (3.1838, -0.6911, 0.3121)
H (1.4517, -4.2055, -0.1567)
H (-2.2444, -4.7523, -1.1167)
H (-1.2342, -5.4705, 0.1839)
H (1.8926, -6.1673, -1.7561)
H (1.4612, -4.1598, -2.6806)
H (-3.1446, -2.3781, -1.4342)
H (-3.2022, -3.2889, 0.2000)
H (-4.4286, -1.5346, 0.6841)
H (-3.5676, -0.4425, -0.2762)
H (-0.0425, 1.6665, 1.2055)
H (1.5693, -0.4179, -2.1376)
H (0.3206, 1.4096, -3.0560)
C (2.5538, 5.2777, -5.0372)
O (3.4583, 6.3676, -5.0340)
P (5.1491, 6.1598, -5.0797)
O (5.1651, 6.0824, -6.5881)
O (5.0505, 4.6549, -4.4211)
C (4.8070, 4.5429, -3.0191)
O (6.8365, 6.1233, -4.8743)
C (7.6540, 5.6135, -5.9169)
H (1.6387, 5.6264, -5.5218)
H (2.9419, 4.4165, -5.5754)
H (2.2976, 5.0234, -4.0049)
H (4.0046, 3.8193, -2.8661)
H (4.4967, 5.4975, -2.5860)
H (5.7069, 4.1858, -2.5171)
H (7.6792, 6.3110, -6.7565)
H (7.3061, 4.6323, -6.2367)
H (8.6686, 5.5239, -5.5236)
C (-4.5754, -0.2267, 3.3305)
O (-4.3521, -0.4824, 4.7039)
P (-5.6264, -0.7346, 5.8104)
O (-5.6961, -2.2095, 5.4884)
O (-6.6896, 0.1140, 4.8852)
C (-6.6118, 1.5395, 4.8960)
O (-6.7658, -0.7640, 7.0686)
C (-7.6911, -1.8394, 7.1477)
H (-3.7119, -0.6181, 2.7891)
H (-5.4814, -0.7000, 2.9569)
H (-4.5924, 0.8550, 3.1710)
H (-6.6261, 1.8927, 3.8621)
H (-5.6904, 1.8911, 5.3674)
H (-7.4736, 1.9499, 5.4218)
H (-7.1854, -2.7546, 7.4620)
H (-8.1993, -1.9831, 6.1954)
H (-8.4267, -1.5823, 7.9120)

=====

No. 2
Density functional theory data (ωB97M-V/def2-TZVPD) for a molecular structure, C20H37N2O13P3V.

Results
Energy (eV): -104506.9793
ΔE to the lowest compared entry with this formula, charge and spin (kcal per mole): 0.0
Lowest unoccupied orbital energy (alpha / beta) (Eh): 0.171 / 0.171
Gap between HOMO and LUMO (alpha / beta) (eV): 6.0 / 7.9
Total charge: -2
HOMO energy (alpha / beta) (eV): -1.38 / -3.22
Spin multiplicity: 4

Geometry (Å):
V (0.8429, -0.7389, 0.2118)
N (0.0202, 1.0702, 1.2506)
C (0.1158, 1.4336, 2.6712)
C (1.1865, 2.4843, 2.9592)
C (2.6259, 1.9804, 3.0873)
N (3.3000, 1.5655, 1.8666)
H (0.1270, 1.8984, 0.6638)
H (-0.9355, 0.7860, 1.0408)
H (0.3049, 0.5265, 3.2547)
H (-0.8427, 1.8335, 3.0190)
H (0.9212, 2.9707, 3.9060)
H (1.1449, 3.2577, 2.1839)
H (2.6434, 1.1444, 3.7971)
H (3.2235, 2.7762, 3.5468)
H (3.2264, 2.3057, 1.1702)
H (2.7959, 0.7906, 1.4398)
C (1.1454, 1.7303, -4.1146)
C (0.9828, 2.4659, -2.7947)
O (1.3602, 3.8608, -3.0120)
P (-0.8333, 2.5547, -2.3288)
O (-1.6680, 1.5488, -3.1835)
O (-1.2196, 3.9117, -3.1113)
O (-1.0804, 2.6521, -0.8783)
P (2.2307, 1.9546, -1.4987)
O (3.5841, 1.8943, -2.4113)
O (2.3224, 3.1539, -0.6083)
O (2.1048, 0.5701, -0.9367)
H (0.4479, 2.1281, -4.8540)
H (0.9317, 0.6669, -3.9998)
H (2.1655, 1.8605, -4.4737)
H (1.7200, 4.1427, -2.1466)
H (-1.4967, 0.5398, -3.1534)
H (-0.3886, 4.4164, -3.1841)
H (3.7982, 0.9612, -2.5295)
O (-1.0378, -0.9292, -3.3779)
C (-0.3197, -1.0588, -2.3685)
O (-0.4518, -0.3321, -1.3395)
C (0.8180, -2.1397, -2.3061)
O (1.1619, -2.7092, -3.3332)
O (1.2938, -2.2980, -1.1277)
C (-4.8873, 0.0381, -2.6909)
C (-4.1924, -0.5298, -1.4832)
C (-4.1228, 0.1803, -0.2991)
C (-3.3812, -0.2808, 0.7889)
C (-3.3401, 0.5616, 2.0406)
C (-2.6716, -1.4705, 0.6696)
C (-2.7642, -2.2266, -0.5068)
C (-2.0078, -3.5208, -0.6445)
C (-3.5314, -1.7533, -1.5567)
C (-1.7235, -1.9338, 1.7611)
O (-2.1719, -2.3498, 2.8345)
O (-0.4849, -1.8611, 1.4586)
H (-5.6685, 0.7449, -2.4037)
H (-5.3382, -0.7496, -3.2980)
H (-4.1656, 0.5725, -3.3136)
H (-4.6214, 1.1428, -0.2234)
H (-4.3493, 0.7014, 2.4374)
H (-2.9393, 1.5547, 1.8178)
H (-2.7409, 0.0964, 2.8212)
H (-0.9318, -3.3475, -0.5942)
H (-2.2370, -4.0005, -1.5967)
H (-2.2605, -4.2087, 0.1672)
H (-3.5598, -2.3180, -2.4830)
C (4.1865, -1.8065, 2.0015)
P (2.3603, -1.9369, 1.8990)
C (1.8900, -1.9497, 3.6682)
C (2.1418, -3.7015, 1.4871)
H (4.6091, -2.5455, 2.6879)
H (4.4605, -0.7986, 2.3181)
H (4.5986, -1.9645, 1.0034)
H (2.4020, -2.7511, 4.2083)
H (0.8098, -2.1002, 3.7144)
H (2.1363, -0.9939, 4.1328)
H (2.7270, -4.3450, 2.1504)
H (2.4190, -3.8548, 0.4446)
H (1.0789, -3.9243, 1.5848)

=====

No. 3
Density functional theory data (ωB97M-V/def2-TZVPD) for a molecular structure, C15H33N4O2Sr in a non-equilibrium geometry.

Results
Energy (eV): -26958.5891
Lowest unoccupied orbital energy (alpha / beta) (Eh): -0.321 / -0.323
Gap between HOMO and LUMO (alpha / beta) (eV): 5.0 / 4.9
Total charge: +2
HOMO energy (alpha / beta) (eV): -13.72 / -13.72
Spin multiplicity: 2

Geometry (Å):
C (4.3520, -0.8162, -0.2688)
O (4.2647, 0.2145, 0.6727)
C (2.9683, 0.4910, 1.1407)
C (2.2121, 1.4671, 0.2383)
C (0.7907, 1.6459, 0.7845)
C (-0.3680, 0.7942, 0.1830)
C (-1.2850, 1.6985, -0.7042)
C (-0.7097, 2.4607, -1.9514)
N (-0.4973, 3.8731, -1.6711)
N (0.5329, 1.9620, -2.4780)
N (-1.7238, 2.4367, -3.0406)
C (0.0689, -0.3886, -0.7133)
C (-0.4915, -1.8093, -0.4465)
C (0.6246, -2.6686, 0.1878)
C (-0.7596, -2.4806, -1.8006)
N (-1.7604, -1.8210, 0.3188)
O (-2.7881, -1.7349, -0.4281)
C (-1.8407, -0.9971, 1.5491)
C (-3.3209, -0.9496, 1.9579)
C (-1.1684, -1.6349, 2.7870)
C (-1.3082, 0.4441, 1.3892)
H (4.0244, -0.5171, -1.2647)
H (5.3884, -1.1095, -0.3454)
H (3.7816, -1.7023, 0.0393)
H (2.3966, -0.4590, 1.1499)
H (3.0428, 0.8664, 2.1552)
H (2.2573, 1.0743, -0.7609)
H (2.7531, 2.4013, 0.2968)
H (0.8764, 1.5099, 1.8573)
H (0.5146, 2.6844, 0.6793)
H (-1.6902, 2.4509, -0.0429)
H (-2.1368, 1.0947, -1.0032)
H (-1.2939, 4.2937, -1.2144)
H (0.3504, 4.0284, -1.1413)
H (1.0626, 2.7263, -2.8751)
H (0.3717, 1.2740, -3.2003)
H (-1.8824, 1.4609, -3.2853)
H (-2.6192, 2.7769, -2.6986)
H (-0.2357, -0.1495, -1.7139)
H (1.1406, -0.5038, -0.7877)
H (1.0549, -3.3673, -0.5176)
H (0.2350, -3.2826, 1.0409)
H (1.4317, -2.0329, 0.6306)
H (-1.2059, -3.4570, -1.6616)
H (0.2011, -2.6460, -2.2737)
H (-1.3570, -1.8554, -2.4394)
H (-3.8906, -0.3304, 1.2853)
H (-3.3827, -0.4938, 2.9366)
H (-3.7306, -1.9477, 2.0106)
H (-1.5584, -1.1276, 3.6508)
H (-0.0763, -1.4188, 2.8088)
H (-1.4275, -2.7125, 2.8686)
H (-2.1693, 1.0886, 1.3610)
H (-0.8248, 0.6882, 2.3257)
Sr (0.8051, -3.4928, 2.4229)

=====

No. 4
Density functional theory data (ωB97M-V/def2-TZVPD) for a molecular structure, C3H4N3 in a non-equilibrium geometry.

Results
Energy (eV): -7632.6240
ΔE to the lowest compared entry with this formula, charge and spin (kcal per mole): 84.9
Lowest unoccupied orbital energy (alpha / beta) (Eh): -0.240 / -0.240
Gap between HOMO and LUMO (alpha / beta) (eV): 7.9 / 7.9
Total charge: +1
HOMO energy (alpha / beta) (eV): -14.44 / -14.44

Geometry (Å):
C (1.0052, 0.7956, 0.5393)
C (-1.6738, -0.9228, -1.4960)
C (2.1649, 1.0768, 1.0139)
N (-0.1224, 0.5562, 0.1900)
N (-1.6955, -2.0846, -1.5142)
N (-1.3011, 0.1964, 0.0890)
H (2.6717, 2.1498, 1.0356)
H (2.6836, 0.2571, 1.5117)
H (-1.6727, -3.0810, -1.3328)
H (-2.0598, 1.0566, -0.0366)

=====

No. 5
Density functional theory data (ωB97M-V/def2-TZVPD) for a molecular structure, C12H5Cl4N2O4Pd.

Results
Energy (eV): -77263.4953
ΔE to the lowest compared entry with this formula, charge and spin (kcal per mole): 0.0
Lowest unoccupied orbital energy (Eh): 0.094
Gap between HOMO and LUMO (eV): 6.8
Total charge: -1
HOMO energy (eV): -4.24

Geometry (Å):
Pd (0.2417, 0.3509, 0.2435)
Cl (-1.9967, 5.2487, 4.2430)
C (-1.5399, 3.6986, 3.6166)
C (-1.4041, 2.6146, 4.4660)
Cl (-1.6919, 2.7853, 6.1664)
C (-1.0188, 1.3703, 3.9469)
Cl (-0.8424, -0.0160, 4.9713)
C (-0.7610, 1.2152, 2.5949)
O (-0.3908, 0.0613, 2.0520)
C (-0.9298, 2.3164, 1.7145)
O (-0.7258, 2.1110, 0.4276)
C (-1.3005, 3.5469, 2.2442)
Cl (-1.4790, 4.8766, 1.1492)
O (0.8824, 0.5428, -1.6618)
N (2.1489, 0.5798, -1.8653)
N (2.8556, 0.1325, -0.9051)
O (2.3772, -0.2894, 0.2335)
C (4.2821, 0.1284, -1.0755)
C (5.0542, -0.2505, 0.0094)
C (6.4360, -0.2692, -0.1242)
C (7.0331, 0.0848, -1.3233)
C (6.2399, 0.4640, -2.4002)
C (4.8607, 0.4892, -2.2866)
H (4.5608, -0.5176, 0.9311)
H (7.0457, -0.5606, 0.7214)
H (8.1108, 0.0666, -1.4229)
H (6.6975, 0.7455, -3.3400)
H (4.2356, 0.7865, -3.1144)

=====

No. 6
Density functional theory data (ωB97M-V/def2-TZVPD) for C4H5F3O2 in the gas phase in a non-equilibrium geometry.

Results
Energy (eV): -16476.5142
ΔE to the lowest compared entry with this formula, charge and spin (kcal per mole): 8.1
Structure (SMILES): CCOC(=O)C(F)(F)F
Lowest unoccupied orbital energy (Eh): 0.029
Gap between HOMO and LUMO (eV): 12.1
Total charge: 0
HOMO energy (eV): -11.35

Geometry (Å):
C (-0.5734, 0.5111, 2.1804)
C (0.3205, -0.3217, 1.2338)
O (0.0154, 0.0199, -0.1170)
C (0.4472, -0.6078, -1.1978)
O (1.0467, -1.6339, -1.2123)
C (0.0295, 0.1467, -2.4846)
F (-0.9903, -0.4431, -3.0625)
F (-0.3615, 1.4142, -2.1589)
F (0.9342, 0.3020, -3.4185)
H (-0.4434, 0.1156, 3.1878)
H (-1.6321, 0.3093, 2.0174)
H (-0.3346, 1.5746, 2.1911)
H (0.2016, -1.3918, 1.4039)
H (1.3403, 0.0050, 1.4372)

=====

No. 7
Density functional theory data (ωB97M-V/def2-TZVPD) for 5 unconnected molecules or ions with the total composition C5H20N2O5 in a non-equilibrium geometry.

Results
Energy (eV): -18726.7041
ΔE to the lowest compared entry with this formula, charge and spin (kcal per mole): 43.1
Structure (SMILES): CNCC(=O)N(C)C.O.O.O.O
Lowest unoccupied orbital energy (Eh): 0.010
Gap between HOMO and LUMO (eV): 9.4
Total charge: 0
HOMO energy (eV): -9.11

Geometry (Å):
O (0.8315, 0.8637, -1.2927)
C (0.3670, 1.2025, -0.2133)
N (-0.9938, 1.1157, 0.0706)
C (-1.7599, 0.5285, -1.0154)
C (-1.4822, 0.8845, 1.4187)
C (1.3487, 1.5660, 0.8875)
N (2.5435, 0.7234, 0.7800)
C (3.7860, 1.5118, 0.7951)
H (-2.7789, 0.9090, -1.0403)
H (-1.2480, 0.7405, -1.9246)
H (-1.8666, -0.5621, -0.9984)
H (-2.2388, 1.6427, 1.6100)
H (-0.7606, 0.9255, 2.2196)
H (-1.9669, -0.0877, 1.4961)
H (0.9777, 1.3935, 1.8794)
H (1.5284, 2.6455, 0.8666)
H (2.4970, 0.2774, -0.1270)
H (4.6551, 0.8934, 1.0178)
H (3.6910, 2.2843, 1.5454)
H (3.9785, 1.9270, -0.1997)
H (-1.1990, -3.1331, -0.0103)
H (-0.6058, -1.9139, 0.8446)
O (-1.1513, -2.6949, 0.8538)
H (-2.3290, -1.6564, 2.8427)
H (-3.1232, -2.2174, 1.7402)
O (-3.2403, -1.8821, 2.6369)
H (-1.2569, -3.9984, -2.3914)
H (0.0106, -4.5621, -1.6426)
O (-0.6908, -3.9100, -1.6221)
H (0.8871, 1.0198, -3.0810)
H (0.5214, 2.1731, -3.9887)
O (1.0686, 1.3904, -3.9577)

=====

No. 8
Density functional theory data (ωB97M-V/def2-TZVPD) for C2H6S2 in the gas phase in a non-equilibrium geometry.

Results
Energy (eV): -23840.7217
ΔE to the lowest compared entry with this formula, charge and spin (kcal per mole): 25.2
Structure (SMILES): CCSS
Lowest unoccupied orbital energy (Eh): 0.023
Gap between HOMO and LUMO (eV): 9.1
Total charge: 0
HOMO energy (eV): -8.46

Geometry (Å):
C (0.9270, 1.1953, 0.4096)
C (-0.1996, 0.1279, 0.5468)
S (0.2123, -1.1923, -0.6162)
S (-1.4065, -2.4168, -0.9594)
H (1.0648, 1.3330, -0.5907)
H (1.7584, 0.8591, 0.7668)
H (0.5567, 2.1470, 0.6904)
H (-1.2746, 0.5720, 0.4774)
H (-0.3085, -0.3038, 1.6279)
H (-1.3300, -2.3214, -2.3525)

=====

What is the formula in the fourth record?
C3H4N3

=====

Among the records above, which one has the lowest energy?
C15H36BrN3O14P5

=====

Please write out number 7 again, unchanged.
Density functional theory data (ωB97M-V/def2-TZVPD) for 5 unconnected molecules or ions with the total composition C5H20N2O5 in a non-equilibrium geometry.

Results
Energy (eV): -18726.7041
ΔE to the lowest compared entry with this formula, charge and spin (kcal per mole): 43.1
Structure (SMILES): CNCC(=O)N(C)C.O.O.O.O
Lowest unoccupied orbital energy (Eh): 0.010
Gap between HOMO and LUMO (eV): 9.4
Total charge: 0
HOMO energy (eV): -9.11

Geometry (Å):
O (0.8315, 0.8637, -1.2927)
C (0.3670, 1.2025, -0.2133)
N (-0.9938, 1.1157, 0.0706)
C (-1.7599, 0.5285, -1.0154)
C (-1.4822, 0.8845, 1.4187)
C (1.3487, 1.5660, 0.8875)
N (2.5435, 0.7234, 0.7800)
C (3.7860, 1.5118, 0.7951)
H (-2.7789, 0.9090, -1.0403)
H (-1.2480, 0.7405, -1.9246)
H (-1.8666, -0.5621, -0.9984)
H (-2.2388, 1.6427, 1.6100)
H (-0.7606, 0.9255, 2.2196)
H (-1.9669, -0.0877, 1.4961)
H (0.9777, 1.3935, 1.8794)
H (1.5284, 2.6455, 0.8666)
H (2.4970, 0.2774, -0.1270)
H (4.6551, 0.8934, 1.0178)
H (3.6910, 2.2843, 1.5454)
H (3.9785, 1.9270, -0.1997)
H (-1.1990, -3.1331, -0.0103)
H (-0.6058, -1.9139, 0.8446)
O (-1.1513, -2.6949, 0.8538)
H (-2.3290, -1.6564, 2.8427)
H (-3.1232, -2.2174, 1.7402)
O (-3.2403, -1.8821, 2.6369)
H (-1.2569, -3.9984, -2.3914)
H (0.0106, -4.5621, -1.6426)
O (-0.6908, -3.9100, -1.6221)
H (0.8871, 1.0198, -3.0810)
H (0.5214, 2.1731, -3.9887)
O (1.0686, 1.3904, -3.9577)